# 1
Density functional theory data (ωB97M-V with the def2-TZVPD basis set) for the ion C4H7N4OS with charge +1 in a non-equilibrium geometry.

XYZ file:
```
17
C4H7N4OS ωB97M-V with the def2-TZVPD basis set
C 2.295 -0.019 0.115
C -0.125 0.505 -0.136
C -0.346 -1.235 -0.053
C -1.143 1.074 0.769
N 1.976 -1.316 0.133
N 0.785 -1.758 0.221
N 1.258 0.931 0.197
N -1.466 -1.878 -0.218
O -0.398 0.603 -1.474
S 3.880 0.571 -0.125
H -2.202 0.650 0.595
H -1.205 2.124 0.754
H -0.826 0.740 1.817
H 1.405 1.866 0.175
H -0.174 1.390 -2.042
H -2.275 -1.388 -0.358
H -1.438 -2.859 -0.370
```

Net charge: +1
E_LUMO (spin up / spin down): -7.65 / -7.68 eV
Maximum force: 6.63 eV/A
E: -23092.8985 eV
ΔE to the lowest compared entry with this formula, charge and spin: 116.3 kcal per mole
Frontier orbital gap (spin up / spin down): 5.795 / 5.586 eV

---

# 2
Density functional theory data (ωB97M-V with the def2-TZVPD basis set) for an isolated molecule of C4H7NO in a non-equilibrium geometry.

XYZ file:
```
13
C4H7NO ωB97M-V with the def2-TZVPD basis set
C 1.533 -0.719 0.093
C 0.137 -0.193 0.149
C -0.051 1.229 -0.249
N -0.693 1.529 -1.307
C -0.975 -0.836 0.503
O -2.124 -0.113 0.576
H 1.538 -1.798 -0.081
H 2.107 -0.242 -0.709
H 2.041 -0.509 1.039
H -1.758 0.811 0.504
H 0.483 2.026 0.281
H -1.208 0.694 -1.613
H -1.032 -1.878 0.814
```

E_LUMO: 0.88 eV
Maximum force: 1.76 eV/A
E: -7797.4119 eV
ΔE to the lowest compared entry with this formula, charge and spin: 51.5 kcal per mole
Frontier orbital gap: 9.705 eV

---

# 3
Density functional theory data (ωB97M-V with the def2-TZVPD basis set) for a cluster of 2 separate species, C4H7NO in total in a non-equilibrium geometry.

XYZ file:
```
13
C4H7NO ωB97M-V with the def2-TZVPD basis set
C 1.660 -0.477 0.531
C 0.373 -0.590 -0.285
C -0.947 -0.267 0.294
N -1.900 0.082 -0.469
C -0.605 2.051 -0.872
O -1.379 2.783 -1.271
H 2.145 0.508 0.492
H 1.488 -0.709 1.588
H 2.386 -1.196 0.139
H 0.480 -0.246 -1.318
H -1.029 -0.524 1.359
H -0.012 -1.638 -0.319
H -2.788 0.149 0.016
```

E_LUMO: 1.03 eV
Maximum force: 2.09 eV/A
E: -7797.4710 eV
ΔE to the lowest compared entry with this formula, charge and spin: 50.1 kcal per mole
Frontier orbital gap: 10.949 eV

---

# 4
Density functional theory data (ωB97M-V with the def2-TZVPD basis set) for an isolated molecule of C4H7NO.

XYZ file:
```
13
C4H7NO ωB97M-V with the def2-TZVPD basis set
C -1.652 -0.184 -0.209
N -0.250 0.035 -0.485
C 0.531 1.159 0.056
C 1.648 0.155 0.359
O 2.741 0.222 0.852
C 0.763 -0.978 -0.163
H -2.092 -0.817 -0.990
H -1.863 -0.672 0.760
H -2.190 0.772 -0.228
H 0.782 1.915 -0.699
H 0.155 1.676 0.952
H 0.504 -1.715 0.615
H 1.160 -1.509 -1.037
```

E_LUMO: 0.93 eV
Maximum force: 0.87 eV/A
E: -7797.5571 eV
ΔE to the lowest compared entry with this formula, charge and spin: 48.1 kcal per mole
Frontier orbital gap: 9.758 eV

---

# 5
Density functional theory data (ωB97M-V with the def2-TZVPD basis set) for an isolated molecule of C4H7NO.

XYZ file:
```
13
C4H7NO ωB97M-V with the def2-TZVPD basis set
O 0.034 0.774 2.885
C 0.108 0.826 1.683
C -0.700 -0.086 0.774
N -0.062 -0.253 -0.538
C 0.770 -1.268 -0.768
C -0.254 0.683 -1.482
H 0.746 1.562 1.153
H -1.676 0.389 0.611
H -0.855 -1.054 1.258
H 0.877 -1.584 -1.795
H 1.408 -1.654 0.013
H 0.547 0.819 -2.193
H -1.244 1.073 -1.674
```

E_LUMO (spin up / spin down): 0.55 / 0.55 eV
Maximum force: 0.60 eV/A
E: -7795.8025 eV
ΔE to the lowest compared entry with this formula, charge and spin: 88.6 kcal per mole
Frontier orbital gap (spin up / spin down): 7.877 / 7.879 eV

---

# 6
Density functional theory data (ωB97M-V with the def2-TZVPD basis set) for a cluster of 3 separate species, C4H7NO in total in a non-equilibrium geometry.

XYZ file:
```
13
C4H7NO ωB97M-V with the def2-TZVPD basis set
O -2.324 -0.247 -0.141
C -1.697 0.390 -0.950
C 0.536 0.641 1.297
C 1.599 0.140 0.672
C 1.755 0.261 -0.752
N 1.834 0.324 -1.907
H -1.068 -1.969 -0.003
H -1.859 1.479 -1.068
H -0.915 -0.057 -1.594
H 0.370 0.479 2.356
H -0.216 1.215 0.769
H -0.386 -2.244 0.122
H 2.370 -0.412 1.200
```

E_LUMO: 0.24 eV
Maximum force: 1.14 eV/A
E: -7796.0644 eV
ΔE to the lowest compared entry with this formula, charge and spin: 82.6 kcal per mole
Frontier orbital gap: 10.640 eV

---

The highest E belongs to which entry? number 5

---

Among the records above, which one has the highest E? number 5

---

What did the fifth record say?
Density functional theory data (ωB97M-V with the def2-TZVPD basis set) for an isolated molecule of C4H7NO.

XYZ file:
```
13
C4H7NO ωB97M-V with the def2-TZVPD basis set
O 0.034 0.774 2.885
C 0.108 0.826 1.683
C -0.700 -0.086 0.774
N -0.062 -0.253 -0.538
C 0.770 -1.268 -0.768
C -0.254 0.683 -1.482
H 0.746 1.562 1.153
H -1.676 0.389 0.611
H -0.855 -1.054 1.258
H 0.877 -1.584 -1.795
H 1.408 -1.654 0.013
H 0.547 0.819 -2.193
H -1.244 1.073 -1.674
```

E_LUMO (spin up / spin down): 0.55 / 0.55 eV
Maximum force: 0.60 eV/A
E: -7795.8025 eV
ΔE to the lowest compared entry with this formula, charge and spin: 88.6 kcal per mole
Frontier orbital gap (spin up / spin down): 7.877 / 7.879 eV